Entry 1:
{
  "formula": "C33H60BCuN8SbSe4",
  "method": "wB97M-V/def2-TZVPD",
  "elements": ["Cu", "C", "C", "C", "C", "C", "C", "C", "C", "C", "N", "N", "B", "N", "N", "C", "C", "C", "C", "C", "C", "C", "C", "C", "N", "N", "C", "C", "C", "C", "C", "C", "C", "C", "C", "H", "H", "H", "H", "H", "H", "H", "H", "H", "H", "H", "H", "H", "H", "H", "H", "H", "H", "H", "H", "H", "H", "H", "H", "H", "H", "H", "H", "H", "H", "H", "H", "H", "H", "H", "H", "H", "H", "H", "H", "H", "H", "H", "H", "H", "H", "Se", "Sb", "Se", "Se", "Se", "C", "C", "N", "C", "C", "C", "C", "N", "H", "H", "H", "H", "H", "H", "H", "H", "H", "H", "H", "H", "H", "H"],
  "coordinates": [[0.09094, -0.21227, 0.01322], [3.70163, -2.72908, -1.82525], [2.90531, -1.42694, -1.86784], [3.14915, -0.67920, -3.17803], [3.21265, -0.54731, -0.69367], [4.44438, -0.08951, -0.19918], [4.11705, 0.73600, 0.86311], [5.04657, 1.48773, 1.76920], [5.96822, 2.40420, 0.96546], [5.85793, 0.52026, 2.63260], [2.77097, 0.75009, 0.97461], [2.22863, -0.03305, 0.01944], [1.82076, 1.61858, 1.84278], [0.95948, 2.51273, 0.91307], [0.10905, 1.95872, 0.00510], [-0.48301, 2.94798, -0.64034], [-0.02311, 4.18027, -0.14682], [0.88723, 3.86132, 0.83724], [1.68374, 4.80425, 1.69007], [0.75953, 5.69045, 2.52670], [2.61687, 5.65488, 0.82885], [-1.47386, 2.73277, -1.74832], [-0.84288, 3.08960, -3.09714], [-2.04542, 1.32800, -1.78497], [0.89719, 0.75488, 2.73672], [-0.04463, -0.00983, 2.14215], [-0.83378, -0.49259, 3.08622], [-0.38371, -0.05289, 4.34322], [0.71846, 0.73720, 4.07516], [1.59465, 1.46691, 5.05037], [0.76930, 2.40936, 5.92630], [2.38698, 0.47959, 5.90780], [-2.06093, -1.27406, 2.72115], [-2.20741, -2.55646, 3.53775], [-3.30516, -0.40021, 2.87928], [3.38976, -3.39397, -2.63028], [4.77103, -2.53549, -1.94110], [3.55690, -3.24864, -0.87728], [1.83781, -1.65964, -1.80767], [4.20398, -0.41017, -3.27975], [2.86429, -1.29632, -4.02929], [2.55719, 0.23358, -3.21254], [5.42964, -0.32583, -0.56023], [4.44350, 2.10748, 2.43283], [6.61320, 1.82009, 0.30791], [5.39136, 3.08706, 0.34307], [6.60406, 2.99240, 1.62957], [6.46612, -0.13265, 2.00550], [6.52249, 1.06379, 3.30669], [5.20077, -0.11092, 3.22986], [2.48808, 2.31047, 2.54866], [-0.32366, 5.16122, -0.46763], [2.29650, 4.21672, 2.37198], [0.15608, 6.33045, 1.88186], [0.07757, 5.08591, 3.12406], [1.33608, 6.33001, 3.19788], [2.04066, 6.28915, 0.15345], [3.24210, 6.29756, 1.45105], [3.26455, 5.02519, 0.21905], [-2.29826, 3.43529, -1.56555], [-0.01233, 2.41437, -3.30495], [-1.57464, 2.97191, -3.89543], [-0.46374, 4.11264, -3.11018], [-1.27749, 0.58887, -2.02618], [-2.50312, 1.04466, -0.83940], [-2.81023, 1.25270, -2.55848], [-0.80858, -0.26972, 5.30701], [2.30643, 2.06590, 4.48162], [0.05771, 1.84722, 6.53140], [1.41398, 2.97707, 6.59977], [0.20306, 3.11039, 5.31551], [1.71075, -0.16478, 6.47044], [3.01208, -0.15915, 5.28539], [3.02779, 1.00638, 6.61683], [-1.97114, -1.53004, 1.66104], [-2.34142, -2.33009, 4.59822], [-3.07786, -3.11667, 3.19906], [-1.33370, -3.19921, 3.44203], [-3.45942, -0.13340, 3.92837], [-3.20559, 0.51629, 2.30050], [-4.18610, -0.92688, 2.51568], [-5.64961, -0.09812, -3.93780], [-4.32193, -1.89631, -2.96341], [-1.98248, -1.95049, -3.71841], [-4.59243, -2.19177, -0.54139], [-5.33585, -4.12453, -3.64343], [1.77522, -6.07239, -0.69117], [0.58339, -5.61576, 0.14594], [-0.09124, -4.46358, -0.41281], [-1.10774, -4.77236, -1.41330], [-2.45433, -5.10870, -0.79554], [0.19091, -3.18528, -0.03142], [1.27968, -3.01926, 0.99894], [-0.36770, -2.12732, -0.49148], [2.20827, -6.98632, -0.28303], [2.54904, -5.30631, -0.71822], [1.46844, -6.26824, -1.71716], [0.89761, -5.41640, 1.17035], [-0.15169, -6.42481, 0.20566], [-0.73369, -5.62061, -1.99463], [-1.20455, -3.94401, -2.11270], [-2.38525, -5.98435, -0.14498], [-3.18349, -5.31203, -1.57807], [-2.83668, -4.26429, -0.22355], [0.94542, -3.37257, 1.97294], [1.51890, -1.96408, 1.08412], [2.17953, -3.57237, 0.73200], [-1.08361, -2.26892, -1.20104]],
  "charge": -2,
  "orbital_gap_ev": [4.93, 4.92],
  "lumo_energy_ev": [3.5, 3.5],
  "homo_energy_ev": [-1.436, -1.422],
  "multiplicity": 2,
  "fmax_ha_per_bohr": 0.010,
  "e_tot_ha": -13243.09182,
  "s2": 0.758
}

***

Entry 2:
{
  "formula": "C4H4N2",
  "method": "wB97M-V/def2-TZVPD",
  "elements": ["C", "C", "C", "C", "N", "N", "H", "H", "H", "H"],
  "coordinates": [[1.62753, 1.58521, 0.02229], [2.34535, -0.91979, 0.11826], [-0.30312, -0.08260, -0.28037], [0.97100, 0.40137, 0.33719], [2.13695, 2.57863, -0.13543], [3.12338, -1.73614, -0.07162], [-0.16847, 0.08935, -1.38265], [-0.38465, -1.01291, 0.16014], [-1.14251, 0.62445, 0.16840], [0.91355, 0.23061, 1.42178]],
  "orbital_gap_ev": 11.88,
  "lumo_energy_ev": -0.2,
  "homo_energy_ev": -12.084,
  "fmax_ha_per_bohr": 0.111,
  "e_tot_ha": -264.22790
}

***

Entry 3:
{
  "formula": "C5H8N2",
  "method": "wB97M-V/def2-TZVPD",
  "elements": ["C", "C", "C", "N", "C", "N", "C", "H", "H", "H", "H", "H", "H", "H", "H"],
  "coordinates": [[-2.71300, 0.12712, 0.03197], [-1.13783, -0.02142, 0.04073], [-0.45574, 1.10133, -0.27117], [0.92389, 0.95665, -0.32890], [1.36367, -0.30986, 0.02210], [2.72528, -0.63947, 0.08994], [0.43699, -1.23293, 0.27322], [-3.20646, -0.49155, -0.72644], [-3.20025, -0.10229, 0.98834], [-3.05900, 1.16659, -0.20228], [-0.84836, 2.09670, -0.54358], [1.54411, 1.73195, -0.18520], [3.22506, -0.57902, 0.96033], [3.22290, -0.94378, -0.72652], [0.78547, -2.30028, 0.46739]],
  "orbital_gap_ev": 9.08,
  "lumo_energy_ev": 1.0,
  "homo_energy_ev": -8.123,
  "fmax_ha_per_bohr": 0.065,
  "e_tot_ha": -304.70991
}